Entry 1:
DFT (ωB97M-V/def2-TZVPD) results for a molecular structure, C29H48N8O3P2PtSi.

ORCA input file:
```
! wB97M-V def2-TZVPD RIJCOSX def2/J DEFGRID3
* xyz 2 5
Pt 0.21303 -0.13308 -0.00723
C 0.75168 -3.82078 4.58192
C 1.15123 -2.50832 4.32481
C 1.06853 -1.99259 3.05152
C 0.63506 -2.81079 1.98245
C 0.17638 -4.12296 2.26591
C 0.23815 -4.61121 3.55317
N 0.68242 -2.28290 0.73298
C 0.84317 -3.07078 -0.39349
C 1.48775 -4.28225 -0.41558
C 1.61313 -5.02188 -1.62072
C 1.10559 -4.53152 -2.80829
C 0.51444 -3.28186 -2.84066
C 0.42530 -2.50229 -1.65510
N 0.02085 -1.23139 -1.65261
N -0.33281 -0.72730 -2.88801
C -0.51421 0.57963 -2.93436
C -0.82071 1.12362 -4.21778
C -0.90592 2.48584 -4.37004
C -0.69120 3.29116 -3.25617
C -0.43775 2.68640 -2.01275
N -0.37332 1.38804 -1.83047
H 0.81944 -4.22039 5.58474
H 1.53636 -1.89596 5.12962
H 1.39057 -0.98467 2.82626
H -0.25194 -4.72352 1.47499
H -0.11419 -5.61164 3.76541
H 1.92984 -4.67428 0.48970
H 2.10146 -5.98627 -1.59058
H 1.18285 -5.11026 -3.71773
H 0.13089 -2.86647 -3.75860
H -0.95200 0.43563 -5.04036
H -1.11860 2.92029 -5.33683
H -0.71865 4.36936 -3.32322
H -0.27558 3.30643 -1.13979
C -4.35693 1.08647 -0.03961
N -4.19690 0.40057 1.24271
C -5.30278 0.59615 2.17819
P -2.79503 -0.27130 1.69483
O -1.92486 -0.45197 0.49481
O -2.05136 0.69645 2.76339
P -0.66476 1.50242 2.81577
O 0.31057 0.97975 1.80486
N -1.04925 3.06470 2.54457
C -1.80034 3.36696 1.33218
C -1.23090 4.04212 3.61685
N -0.14972 1.28601 4.33798
C 1.23991 1.57907 4.69575
C -1.06813 1.22732 5.47961
N -3.16026 -1.55022 2.61808
C -4.03157 -2.58432 2.05402
C -2.53652 -1.92020 3.88328
H -5.25962 0.72588 -0.53436
H -3.50339 0.88399 -0.68025
H -4.45595 2.16439 0.10994
H -6.22975 0.23367 1.73241
H -5.42296 1.65559 2.41497
H -5.12226 0.04950 3.10073
H -1.69064 2.55672 0.61145
H -1.42926 4.29078 0.88582
H -2.86603 3.49077 1.55177
H -0.51342 3.87550 4.41250
H -2.24394 4.01910 4.02908
H -1.04763 5.03575 3.20910
H 1.86848 1.58302 3.81027
H 1.60304 0.81492 5.38416
H 1.32596 2.55106 5.18868
H -2.09925 1.12594 5.14833
H -0.98741 2.13045 6.08709
H -0.81344 0.37012 6.10430
H -4.40808 -2.28050 1.07946
H -4.87948 -2.76066 2.71782
H -3.47879 -3.51861 1.93543
H -1.97559 -1.08858 4.29794
H -1.86517 -2.76805 3.75101
H -3.31622 -2.20320 4.59308
C 3.79643 0.72604 1.93329
Si 3.21710 1.44787 0.30836
C 4.68807 1.73022 -0.80559
C 2.30283 3.06499 0.54222
C 2.15585 0.16209 -0.57221
H 4.38086 1.44909 2.50618
H 4.43387 -0.14375 1.75628
H 2.95990 0.39520 2.55083
H 5.40008 2.41440 -0.33847
H 4.39026 2.16617 -1.76184
H 5.21786 0.79845 -1.01535
H 2.95661 3.79097 1.03088
H 1.39885 2.95664 1.14842
H 2.02727 3.49098 -0.42710
H 2.67311 -0.80268 -0.49796
H 2.14322 0.41325 -1.63924
*
```

**⟨S²⟩**: 6.0909
**HOMO (spin up / spin down)**: -12.54 / -14.28 eV
**Energy above the lowest of the compared OMol25 structures with the same formula, charge and spin**: 0.0 kJ/mol
**Maximum force**: 0.25 eV Å⁻¹


Entry 2:
DFT (ωB97M-V/def2-TZVPD) results for 9 unconnected molecules or ions with the total composition C29H49Cl4F3O21 at a distorted geometry.

ORCA input file:
```
! wB97M-V def2-TZVPD RIJCOSX def2/J DEFGRID3
* xyz 0 1
C 2.96184 4.97949 -3.79268
C 1.51474 5.06000 -3.21597
O 1.58301 4.35773 -2.00093
C 2.68961 3.56403 -1.99676
O 2.91048 2.79833 -1.08968
O 3.49746 3.88869 -3.01485
F 0.61859 4.34609 -3.92566
H 3.62531 5.81830 -3.52725
H 2.95631 4.75613 -4.85136
H 1.01282 5.97909 -2.92670
C -0.44155 -0.84593 -5.47732
C 0.69767 -0.68136 -6.40191
O 0.57375 0.68434 -6.86354
C -0.44419 1.32124 -6.19525
O -0.73846 2.49935 -6.33233
O -1.12864 0.41475 -5.48566
F 0.55558 -1.48864 -7.48871
H -0.16231 -1.00787 -4.44282
H -1.07056 -1.68613 -5.77361
H 1.73891 -0.77902 -6.06970
C -0.02079 -1.19329 5.59348
C -0.66035 0.09783 5.09253
O 0.12580 1.09956 5.70379
C 0.81635 0.58770 6.76147
O 1.31686 1.22523 7.66424
O 0.67314 -0.78772 6.80235
F -1.98826 0.26920 5.47657
H 0.79822 -1.54662 4.96058
H -0.72311 -1.98361 5.81822
H -0.52762 0.30877 4.04202
Cl 1.18443 -0.96038 -1.60388
C 2.02260 -0.03375 -0.34581
C 0.97844 0.29658 0.69915
Cl 1.58322 1.33804 2.05581
H 2.44724 0.87341 -0.79122
H 2.94114 -0.52080 0.01928
H 0.54858 -0.59043 1.17568
H 0.14438 0.80777 0.24087
Cl -2.42497 -0.03131 1.97230
C -4.11206 0.21847 1.45441
C -5.04470 -0.96658 1.39116
Cl -5.59565 -1.57088 2.97813
H -3.89448 0.72131 0.51258
H -4.50074 0.88922 2.20014
H -4.63940 -1.82968 0.85249
H -5.98364 -0.68442 0.91743
C -5.42326 3.72869 -0.60747
C -4.10021 4.50753 -0.53217
O -3.22804 4.14724 -1.57133
C -2.40880 3.03411 -1.38689
O -2.21644 2.49764 -0.32282
O -1.98788 2.71459 -2.58842
C -0.89109 1.76455 -2.65773
H -5.20775 2.66573 -0.65959
H -6.01727 4.05791 -1.48989
H -5.97776 3.80420 0.33966
H -3.68653 4.40775 0.45638
H -4.26943 5.53297 -0.80928
H -0.46815 1.79103 -3.63032
H -1.24014 0.75753 -2.51287
H -0.11162 2.16149 -2.01855
C 6.02798 1.55000 0.33082
C 6.74962 0.34219 0.81942
O 5.73542 -0.13357 1.77873
C 6.19282 -1.24901 2.42432
O 7.25011 -1.75554 2.24824
O 5.31125 -1.76063 3.31098
C 4.13024 -0.96995 3.55687
H 5.20243 1.25499 -0.30925
H 6.68527 2.19494 -0.23947
H 5.70561 2.18595 1.15647
H 7.68509 0.51133 1.36104
H 6.90847 -0.40392 0.02355
H 4.39201 0.05552 3.81719
H 3.65405 -1.33051 4.45644
H 3.46812 -1.09084 2.71902
C 2.87605 -5.20377 1.76107
C 2.10288 -4.00352 2.17495
O 0.85787 -4.49257 2.66368
C -0.04154 -3.54684 2.90353
O 0.08944 -2.37678 2.63916
O -1.05915 -4.09438 3.55264
C -2.23312 -3.20278 3.61412
H 2.39259 -5.59188 0.87954
H 2.93852 -5.93856 2.56548
H 3.91376 -4.88416 1.48830
H 1.83030 -3.28393 1.38572
H 2.54889 -3.38587 2.95754
H -1.97937 -2.15801 3.71366
H -2.87011 -3.37642 4.50608
H -2.85042 -3.38100 2.73135
C -2.73164 -4.05746 -0.59689
C -1.96003 -2.79542 -0.73873
O -2.86016 -1.69810 -1.02811
C -2.87578 -1.17512 -2.23140
O -2.16938 -1.44680 -3.15322
O -3.89153 -0.32662 -2.27538
C -4.16848 0.37310 -3.48233
H -2.10765 -4.83257 -0.20424
H -3.14524 -4.34142 -1.57273
H -3.51254 -3.93114 0.16751
H -1.11708 -2.86804 -1.41371
H -1.43497 -2.55098 0.18355
H -4.46123 -0.26354 -4.29972
H -3.29302 0.88629 -3.86814
H -5.06695 0.96214 -3.25747
*
```

**SMILES**: O=C1OC[C@@H](F)O1.O=C1OC[C@@H](F)O1.O=C1OC[C@@H](F)O1.CCOC(=O)OC.CCOC(=O)OC.CCOC(=O)OC.CCOC(=O)OC.ClCCCl.ClCCCl
**HOMO**: -10.69 eV
**Energy above the lowest of the compared OMol25 structures with the same formula, charge and spin**: 0.0 kJ/mol
**Maximum force**: 3.06 eV Å⁻¹


Entry 3:
DFT (ωB97M-V/def2-TZVPD) results for 7 unconnected molecules or ions with the total composition C29H49ClO9 at a distorted geometry.

ORCA input file:
```
! wB97M-V def2-TZVPD RIJCOSX def2/J DEFGRID3
* xyz 0 1
C -0.49778 -5.72380 -2.68331
C -1.37290 -4.64494 -3.36587
C -0.56419 -3.38304 -3.69621
O -1.32925 -2.16654 -3.71481
C -1.78062 -1.84566 -2.45828
C -0.90430 -1.40383 -1.48334
C -1.40642 -1.10983 -0.24046
C -2.73866 -1.26651 0.05359
Cl -3.25618 -0.88788 1.67900
C -3.62308 -1.71905 -0.89872
C -3.12492 -1.99542 -2.16890
C -4.08126 -2.49355 -3.22282
O -4.01488 -2.25382 -4.41017
C -5.18949 -3.39254 -2.69813
C -5.63021 -4.43420 -3.46886
C -6.61720 -5.25667 -2.94316
C -7.10208 -4.99052 -1.68272
C -6.66160 -3.93681 -0.91700
C -5.67850 -3.11702 -1.43204
C -5.09950 -1.96089 -0.65837
O -5.76275 -1.30075 0.11881
H 0.19530 -6.19518 -3.38336
H -1.15171 -6.48227 -2.24175
H 0.02417 -5.23711 -1.85150
H -2.23021 -4.46980 -2.70859
H -1.76902 -5.02493 -4.31510
H -0.17987 -3.50253 -4.71550
H 0.32026 -3.24442 -3.05689
H 0.15637 -1.29193 -1.70282
H -0.72468 -0.75099 0.52381
H -5.20616 -4.62012 -4.44956
H -6.94278 -6.09964 -3.54341
H -7.85607 -5.66649 -1.28627
H -7.07664 -3.77504 0.07417
C -8.35129 -0.29991 3.13282
C -8.47673 -1.73440 3.60892
O -7.81226 -2.62659 2.71532
H -8.77369 -0.19087 2.13289
H -8.86715 0.38075 3.81098
H -7.30060 -0.00367 3.07025
H -9.52308 -2.03381 3.64997
H -8.04644 -1.84731 4.60882
H -6.88512 -2.36976 2.68377
C 3.51278 1.39107 -2.47478
C 3.09621 0.29491 -1.51477
O 1.97655 -0.43565 -2.02337
H 2.68410 2.07885 -2.65028
H 4.36097 1.95211 -2.08288
H 3.79208 0.97038 -3.44420
H 2.79856 0.71825 -0.55645
H 3.92303 -0.40178 -1.34314
H 2.23881 -0.82056 -2.86607
C -9.32802 2.66666 6.89781
C -9.43627 1.22338 7.35424
O -8.75994 0.35037 6.45282
H -9.75005 2.78252 5.89872
H -9.85433 3.33478 7.58154
H -8.28167 2.97714 6.84367
H -10.47886 0.91043 7.38734
H -9.00766 1.10275 8.35471
H -7.83551 0.61602 6.42822
C 8.70851 2.61989 -0.70479
C 7.29756 2.09991 -0.88753
O 6.78909 2.44667 -2.18233
H 8.73080 3.70148 -0.82479
H 9.09890 2.36858 0.28127
H 9.37587 2.19781 -1.46220
H 6.62909 2.53880 -0.14748
H 7.26732 1.01026 -0.77771
H 7.37200 2.05106 -2.83757
C 5.98613 7.06380 -1.69552
C 7.40204 6.82875 -2.18887
O 7.80680 5.48322 -1.95583
H 5.91381 6.84485 -0.62939
H 5.67811 8.09726 -1.86415
H 5.28397 6.40245 -2.20885
H 8.10291 7.47469 -1.66132
H 7.47733 7.04187 -3.26066
H 7.19643 4.90549 -2.43024
C 12.31562 2.56413 3.62486
C 11.01151 2.70829 2.86253
O 11.25076 3.01956 1.49236
H 12.89700 3.48453 3.56073
H 12.13246 2.33618 4.67625
H 12.92700 1.76596 3.19668
H 10.41355 3.51789 3.27863
H 10.42796 1.78264 2.92027
H 11.76979 2.30163 1.11724
*
```

**SMILES**: CCCOc1ccc(Cl)c2c1C(=O)c1ccccc1C2=O.CCO.CCO.CCO.CCO.CCO.CCO
**HOMO**: -9.05 eV
**Energy above the lowest of the compared OMol25 structures with the same formula, charge and spin**: 41.7 kJ/mol
**Maximum force**: 2.06 eV Å⁻¹


Question: What is the energy above the lowest of the compared OMol25 structures with the same formula, charge and spin in the third record?
Answer: 41.7 kJ/mol